Record 1
Molecular formula: C30H35FN2O8
Method: DFT, ωB97M-V with the def2-TZVPD basis set

Results
* charge: 0
* orbital gap: 6.295 eV
* total energy: -53744.47195 eV
* maximum force: 12.5 eV/Å
* ΔE to the lowest compared entry with this formula, charge and spin: 242.5 kcal/mol
* 2S+1: 1

Last column: Mulliken charge in e.
Atoms and positions in Å:
O (-7.077, 3.057, -3.515)  -0.58
C (3.565, 2.132, 3.173)  -0.35
H (-2.009, 6.034, 0.593)  0.44
H (1.577, -0.300, -1.902)  0.49
C (3.544, -1.273, -1.642)  -0.50
H (-1.068, -2.396, 3.136)  0.51
H (2.814, -5.499, 2.324)  0.49
C (-3.816, 1.455, -2.837)  -0.46
C (-2.315, 2.213, 0.242)  0.01
H (1.138, -0.786, 0.568)  0.57
H (2.485, 2.959, 4.815)  0.31
H (-4.386, 3.467, -3.218)  0.29
H (2.840, 4.122, 3.605)  0.33
C (1.812, -0.336, 1.282)  -0.75
H (-0.904, 1.271, -1.630)  0.02
C (-0.312, -2.684, 2.418)  -0.82
C (3.711, -3.332, -2.792)  -0.59
C (-4.753, 2.448, -3.137)  -0.62
H (-1.253, -1.098, -0.120)  0.28
C (-1.990, 4.955, 0.542)  -0.62
C (2.542, 3.081, 3.727)  -1.14
H (-6.866, 3.942, -3.215)  0.30
C (2.410, -3.197, -3.275)  -0.56
H (2.989, -2.841, 3.025)  0.77
H (-3.477, 2.267, 1.985)  0.34
N (2.929, 0.935, 2.615)  0.30
O (-3.280, 4.898, 2.524)  -0.59
C (-5.601, -0.193, -2.712)  -0.56
H (1.753, -2.845, 1.821)  0.21
H (-2.766, 1.708, -2.735)  0.63
C (-6.513, 0.827, -2.973)  -0.38
O (-3.384, -0.845, -2.459)  -0.57
H (-2.512, -0.482, -2.156)  0.18
H (-0.093, -1.328, -2.724)  0.18
O (0.369, -1.976, -3.341)  -0.67
O (-0.838, 2.282, -1.696)  -0.71
H (5.803, -2.280, -0.749)  0.32
H (-3.588, 4.284, 3.197)  0.29
O (-1.462, -1.569, 0.764)  -0.67
H (1.533, 2.962, 3.348)  0.35
C (-4.247, 0.131, -2.661)  0.39
H (1.983, -3.902, -3.975)  0.42
C (-2.694, 4.215, 1.478)  0.80
C (1.959, 0.924, 1.652)  -1.22
H (-5.923, -1.214, -2.574)  0.42
C (2.759, -2.484, 2.025)  -1.89
H (4.230, -0.517, 3.348)  0.47
C (0.575, -2.658, 0.170)  -1.42
H (-7.565, 0.614, -3.120)  0.38
C (-0.425, -2.309, 1.101)  0.66
H (4.259, -4.248, -2.972)  0.41
O (2.890, -4.541, 2.322)  -0.36
C (3.402, -0.257, 2.719)  0.08
C (0.745, -3.507, 2.789)  -0.66
C (4.264, -2.387, -2.011)  0.57
H (3.464, -2.856, 1.292)  0.46
C (1.598, -3.533, 0.557)  -0.53
H (2.370, -3.838, -0.152)  0.68
H (3.995, -0.525, -0.994)  0.42
H (-0.850, 4.844, -1.279)  0.41
C (2.207, -1.176, -2.051)  0.07
H (0.358, -2.384, -0.854)  1.35
H (4.148, 2.565, 2.362)  0.35
C (-2.838, 2.855, 1.334)  -0.71
O (5.539, -2.654, -1.582)  -0.60
C (1.646, -2.121, -2.874)  -0.20
F (-0.877, -0.338, -1.533)  -0.13
H (4.241, 1.778, 3.942)  0.33
H (-2.547, 1.176, 0.004)  0.28
H (1.413, 1.804, 1.351)  0.90
C (1.743, -3.879, 1.866)  0.05
H (0.909, -3.897, 3.792)  0.48
N (2.716, -1.036, 1.993)  0.66
C (-1.374, 4.279, -0.503)  -0.56
C (-6.099, 2.127, -3.158)  0.55
C (-1.523, 2.908, -0.680)  0.24



Record 2
Molecular formula: C5H8
Method: DFT, ωB97M-V with the def2-TZVPD basis set

Results
* charge: 0
* orbital gap: 9.479 eV
* total energy: -5311.43362 eV
* maximum force: 3.0 eV/Å
* ΔE to the lowest compared entry with this formula, charge and spin: 63.0 kcal/mol
* 2S+1: 1

Last column: Mulliken charge in e.
Atoms and positions in Å:
H (-1.392, 1.293, -0.407)  0.33
H (2.492, -0.487, -1.726)  0.23
C (2.307, 0.249, -0.960)  -0.79
C (0.552, -0.403, 0.810)  -0.37
C (1.304, 0.013, -0.165)  0.22
C (-1.707, 0.250, -0.311)  -1.21
C (-0.990, -0.440, 0.874)  -0.09
H (-1.376, -1.474, 0.931)  0.26
H (2.959, 1.102, -0.847)  0.26
H (-1.319, 0.021, 1.808)  0.27
H (-1.518, -0.247, -1.271)  0.31
H (-2.798, 0.248, -0.168)  0.35
H (1.488, -0.125, 1.431)  0.22



Record 3
Molecular formula: C5H10FN
Method: DFT, ωB97M-V with the def2-TZVPD basis set

Results
* charge: 0
* orbital gap: 9.603 eV
* total energy: -9553.07794 eV
* maximum force: 1.9 eV/Å
* ΔE to the lowest compared entry with this formula, charge and spin: 35.5 kcal/mol
* 2S+1: 1

Last column: Mulliken charge in e.
Atoms and positions in Å:
H (1.473, -1.226, -1.792)  0.28
H (-0.892, -1.874, 1.015)  0.33
H (-1.493, -0.248, 0.345)  0.22
C (1.138, 0.537, 0.795)  -0.62
H (1.721, 0.373, 1.713)  0.27
F (-0.935, 1.696, 0.150)  -0.31
C (-0.734, -1.105, 0.267)  -0.45
N (0.658, -0.682, 0.154)  -0.14
C (0.066, 1.511, 1.136)  -0.36
H (-0.472, -2.684, -1.320)  0.27
H (0.471, 2.501, 1.416)  0.34
C (-0.652, -1.620, -1.246)  -0.63
H (0.447, 0.293, -1.780)  0.28
H (-1.432, -1.342, -1.961)  0.25
H (-0.462, 1.139, 1.993)  0.31
C (0.618, -0.716, -1.305)  -0.42
H (1.834, 0.931, 0.063)  0.37



Record 4
Molecular formula: C4H10Br2N
Method: DFT, ωB97M-V with the def2-TZVPD basis set

Results
* charge: +1
* orbital gap (alpha / beta): 5.932 / 5.931 eV
* total energy: -145874.71314 eV
* maximum force: 3.4 eV/Å
* ΔE to the lowest compared entry with this formula, charge and spin: 63.9 kcal/mol
* 2S+1: 1

Last column: Mulliken charge in e.
Atoms and positions in Å:
H (-2.716, 1.556, 0.616)  0.26
Br (3.261, -0.501, 0.271)  0.16
Br (0.313, 3.011, -0.232)  -0.03
H (0.432, -2.130, -0.601)  0.31
C (0.348, 1.372, 0.777)  -0.52
H (0.562, -1.664, -2.245)  0.33
H (-0.940, 0.270, -0.489)  0.39
H (-0.263, -0.781, 0.968)  0.39
N (-2.541, 0.733, 1.108)  -0.77
C (-0.246, 0.219, 0.380)  -0.51
H (-3.241, -0.002, 0.836)  0.26
H (1.672, 0.471, -1.370)  0.46
H (0.985, 1.437, 1.579)  0.48
C (1.862, -0.547, -0.963)  0.02
C (1.163, -1.758, -1.335)  -0.86
H (1.917, -2.590, -1.442)  0.37
H (-2.566, 0.904, 2.143)  0.26



Record 5
Molecular formula: C4H7NO2
Method: DFT, ωB97M-V with the def2-TZVPD basis set

Results
* charge: 0
* orbital gap: 10.776 eV
* total energy: -9845.84585 eV
* maximum force: 0.5 eV/Å
* ΔE to the lowest compared entry with this formula, charge and spin: 33.1 kcal/mol
* 2S+1: 1

Last column: Mulliken charge in e.
Atoms and positions in Å:
N (-2.120, 0.375, 0.181)  -0.38
H (0.764, -2.196, -0.537)  0.29
H (-2.825, 0.676, 0.838)  0.24
O (-0.660, 0.159, 1.896)  -0.61
H (0.280, 2.075, -0.332)  0.28
C (1.145, -1.332, 0.020)  -1.21
C (0.864, 1.179, -0.536)  -0.61
H (-2.385, 0.154, -0.765)  0.22
H (1.941, 1.280, -0.450)  0.26
H (1.163, -1.574, 1.084)  0.33
C (0.281, -0.121, -0.218)  1.15
C (-0.901, 0.095, 0.702)  0.19
H (2.163, -1.136, -0.327)  0.34
O (0.291, 0.364, -1.554)  -0.50



Record 6
Molecular formula: C3H7O3
Method: DFT, ωB97M-V with the def2-TZVPD basis set

Results
* charge: -1
* orbital gap: 7.181 eV
* total energy: -9367.36741 eV
* maximum force: 3.6 eV/Å
* ΔE to the lowest compared entry with this formula, charge and spin: 41.3 kcal/mol
* 2S+1: 1

Last column: Mulliken charge in e.
Atoms and positions in Å:
H (0.805, 2.128, 1.460)  0.25
H (0.182, -1.774, 0.226)  0.25
H (-0.700, 1.385, 0.929)  0.25
H (-0.746, -0.694, -0.544)  0.16
O (2.491, 1.595, -0.111)  -0.74
O (1.190, 0.150, -1.097)  -0.71
C (-0.646, -1.789, -0.494)  -0.45
C (1.330, 1.154, -0.332)  0.53
H (-0.387, -2.112, -1.495)  0.28
H (-0.077, 2.698, -0.044)  0.17
C (0.275, 1.843, 0.542)  -0.72
O (-1.743, -2.505, 0.066)  -0.56
H (-1.973, -2.080, 0.893)  0.29



Record 7
Molecular formula: C5H12O
Method: DFT, ωB97M-V with the def2-TZVPD basis set

Results
* charge: +1
* orbital gap (alpha / beta): 10.373 / 6.571 eV
* total energy: -7416.03785 eV
* maximum force: 5.4 eV/Å
* ΔE to the lowest compared entry with this formula, charge and spin: 52.0 kcal/mol
* expectation value of S²: 0.75
* 2S+1: 2

Last column: Mulliken charge in e.
Atoms and positions in Å:
H (-1.725, -1.818, -0.421)  0.39
H (2.248, -0.695, 1.448)  0.35
O (0.490, 2.762, 0.391)  -0.59
C (0.359, -1.211, -0.213)  -0.13
H (-2.441, -0.433, -2.208)  0.35
C (1.449, -0.028, 1.679)  -1.06
H (-1.465, 0.812, -1.089)  0.35
C (0.283, -0.364, 0.841)  0.26
H (-0.826, -2.048, -1.972)  0.31
H (-0.649, 0.093, -2.474)  0.31
H (-0.668, 0.275, 0.869)  0.51
H (1.181, -0.218, 2.782)  0.34
H (1.897, 0.999, 1.668)  0.30
H (1.091, 3.324, 0.843)  0.32
H (0.962, -2.075, -0.402)  0.40
C (-0.884, -1.355, -0.964)  -0.79
H (0.175, 2.084, 0.974)  0.31
C (-1.479, -0.105, -1.754)  -0.93



Record 8
Molecular formula: C6H29N2O9
Method: DFT, ωB97M-V with the def2-TZVPD basis set

Results
* charge: +2
* orbital gap (alpha / beta): 10.652 / 6.988 eV
* total energy: -28085.13992 eV
* maximum force: 2.6 eV/Å
* expectation value of S²: 0.76
* 2S+1: 2

Last column: Mulliken charge in e.
Atoms and positions in Å:
O (0.138, -1.433, 3.531)  -0.66
H (2.503, -0.460, -2.666)  0.28
C (-1.274, -0.835, -0.736)  0.12
H (2.693, 0.028, -0.342)  0.25
C (0.073, -2.998, -0.350)  -0.77
O (2.395, -0.072, 0.573)  -0.79
N (0.585, -2.304, 0.878)  0.12
H (-0.066, -1.644, 1.303)  0.09
H (-1.838, 2.316, -0.181)  0.56
H (-1.999, 0.449, 3.400)  0.41
H (-0.123, 0.738, -1.692)  0.46
H (0.595, -0.612, 3.761)  0.31
H (-3.411, 0.883, 0.998)  0.27
O (-2.586, -0.255, 3.023)  -0.65
H (2.905, 0.571, 1.082)  0.30
H (-3.455, -0.057, 3.397)  0.31
H (0.906, -2.969, 1.585)  0.45
O (0.875, 2.070, 1.581)  -0.66
H (-0.768, 2.369, 4.311)  0.32
H (-0.201, 1.731, 3.013)  0.43
H (1.370, 1.399, 1.097)  0.41
O (3.214, 1.783, -1.256)  -0.59
H (-2.684, -1.539, 0.873)  0.35
H (0.890, -3.621, -0.706)  0.42
C (-0.880, 0.472, -0.983)  0.16
H (3.924, 2.331, -1.601)  0.30
C (-1.814, 1.239, -0.273)  -0.58
H (1.432, -1.727, 0.716)  0.21
H (-0.683, -3.722, -0.038)  0.38
H (0.152, 2.108, -3.124)  0.36
H (-0.783, -1.202, 3.734)  0.30
H (0.476, 2.651, 0.931)  0.32
O (0.874, 2.632, -2.732)  -0.64
H (-2.022, 0.847, -3.387)  0.28
H (-1.221, -2.538, -2.017)  0.56
O (2.360, -1.260, -2.139)  -0.64
O (-0.794, 1.564, 3.778)  -0.67
C (-2.441, -0.814, 0.101)  -0.54
H (-1.073, 0.674, -4.647)  0.31
H (0.205, -1.592, -1.954)  0.17
H (2.331, -1.947, -2.819)  0.30
C (-0.576, -2.005, -1.318)  -0.51
N (-2.674, 0.475, 0.443)  0.17
O (-1.233, 1.164, -3.837)  -0.64
H (1.224, 3.198, -3.430)  0.31
H (2.479, 1.910, -1.886)  0.33



Record 9
Molecular formula: C4H8NO3
Method: DFT, ωB97M-V with the def2-TZVPD basis set

Results
* charge: -1
* orbital gap: 8.085 eV
* total energy: -11912.61796 eV
* maximum force: 1.1 eV/Å
* ΔE to the lowest compared entry with this formula, charge and spin: 15.6 kcal/mol
* 2S+1: 1

Last column: Mulliken charge in e.
Atoms and positions in Å:
H (1.176, 4.029, 0.025)  0.27
C (0.272, -2.086, -0.818)  -0.82
C (-1.139, -2.267, -0.345)  0.66
O (-2.090, -2.541, -1.047)  -0.63
N (-1.263, -2.172, 1.016)  -0.52
H (-2.209, -2.189, 1.360)  0.24
C (0.951, 3.136, 0.597)  -0.87
H (0.614, -2.948, -1.386)  0.28
H (0.958, -1.938, 0.024)  0.28
H (0.454, -1.175, -1.384)  0.21
C (0.424, 2.067, -0.418)  0.54
H (-0.684, -1.430, 1.409)  0.28
O (0.424, 0.879, -0.004)  -0.68
H (0.223, 3.343, 1.367)  0.22
H (1.834, 2.768, 1.121)  0.25
O (0.054, 2.523, -1.516)  -0.72



Record 10
Molecular formula: C10H19Cl10NO
Method: DFT, ωB97M-V with the def2-TZVPD basis set

Results
* charge: -1
* orbital gap (alpha / beta): 3.416 / 9.229 eV
* total energy: -139440.13128 eV
* maximum force: 3.1 eV/Å
* expectation value of S²: 0.75
* 2S+1: 2

Last column: Mulliken charge in e.
Atoms and positions in Å:
Cl (-1.517, 1.383, -2.208)  -0.25
C (0.470, 4.930, -0.475)  -0.48
Cl (2.629, 6.330, 0.164)  -0.20
H (0.169, -4.542, -1.053)  0.32
H (0.579, 6.976, -0.940)  0.30
H (1.633, -4.995, -0.271)  0.23
Cl (-0.723, 1.569, 0.491)  -0.31
C (0.879, 6.352, -0.098)  -0.34
H (4.762, -3.064, -3.223)  0.35
C (-4.198, 4.169, 1.576)  -0.02
C (0.551, -5.003, -0.141)  -0.87
C (-1.054, 0.416, -0.825)  0.14
H (0.130, -2.471, 0.592)  0.13
H (0.489, -2.691, 2.332)  0.27
H (0.327, 6.597, 0.809)  0.30
C (4.207, -2.417, -2.543)  -0.60
C (3.107, -3.210, -1.924)  -0.08
N (0.313, -4.438, 1.173)  0.11
O (-0.630, -6.345, 2.044)  -0.61
H (-3.986, 2.352, 0.395)  0.23
C (-4.060, 2.674, 1.433)  -0.28
H (3.622, -4.036, -1.435)  0.39
C (-0.246, -5.194, 2.148)  0.20
Cl (-5.487, 1.855, 2.214)  -0.23
H (-3.363, 4.587, 1.015)  -0.07
H (1.115, 4.415, -1.187)  0.38
Cl (-3.825, 4.714, 3.181)  -0.21
Cl (3.609, -0.877, -3.312)  -0.18
H (1.792, -2.851, 1.171)  0.24
Cl (-1.248, 4.949, -1.080)  -0.19
H (0.132, -5.985, -0.358)  0.29
C (0.726, -3.021, 1.320)  -0.60
H (-5.173, 4.521, 1.239)  0.36
Cl (-2.421, -0.599, -0.265)  -0.28
H (0.494, 4.307, 0.419)  0.22
Cl (1.946, -3.695, -3.235)  -0.19
H (2.518, -2.674, -1.180)  -0.06
H (-3.159, 2.338, 1.945)  0.21
Cl (0.343, -0.675, -1.221)  -0.26
H (-0.322, -4.598, 3.071)  0.26
H (4.873, -2.055, -1.759)  0.34



Record 11
Molecular formula: CH2NO2PS2
Method: DFT, ωB97M-V with the def2-TZVPD basis set

Results
* charge: 0
* orbital gap: 8.324 eV
* total energy: -37615.28043 eV
* maximum force: 3.2 eV/Å
* ΔE to the lowest compared entry with this formula, charge and spin: 6.0 kcal/mol
* 2S+1: 1

Last column: Mulliken charge in e.
Atoms and positions in Å:
O (1.699, 2.639, -2.961)  -0.28
S (-1.710, 2.323, -1.524)  -0.25
O (1.772, 0.542, -2.086)  -0.40
C (1.800, 1.561, -2.625)  0.70
P (-0.278, 1.859, -0.346)  0.47
H (0.784, -0.018, 0.125)  0.33
S (0.809, 2.902, 1.006)  -0.30
H (-0.379, -0.232, -0.937)  0.33
N (-0.190, 0.222, -0.030)  -0.59



Record 12
Molecular formula: C7H15NO2
Method: DFT, ωB97M-V with the def2-TZVPD basis set

Results
* charge: 0
* orbital gap: 9.692 eV
* total energy: -13085.83134 eV
* maximum force: 3.5 eV/Å
* ΔE to the lowest compared entry with this formula, charge and spin: 56.5 kcal/mol
* 2S+1: 1

Last column: Mulliken charge in e.
Atoms and positions in Å:
H (0.729, 1.696, -2.579)  0.30
H (0.197, 2.132, -0.166)  0.35
H (3.304, 0.107, 0.592)  0.30
H (-1.630, -2.267, 1.327)  0.26
H (-3.168, -0.257, -0.608)  0.36
O (-3.383, -1.363, 1.830)  -0.61
H (3.899, 0.059, -1.083)  0.40
H (0.361, -0.945, 0.092)  0.36
H (-1.920, 0.737, -1.423)  0.34
H (2.507, 2.117, -0.874)  0.39
N (-1.432, 0.010, 0.523)  -0.16
C (2.042, 1.128, -0.846)  0.19
H (0.820, -0.108, -2.237)  0.23
H (0.405, 0.153, 1.483)  0.26
C (2.994, 0.019, -0.460)  -1.43
H (-1.702, -1.033, -1.270)  0.33
C (-2.092, -0.133, -0.774)  -1.01
H (-1.769, 0.854, 0.982)  0.35
C (-2.147, -1.425, 1.838)  0.31
H (2.545, -0.974, -0.600)  0.29
C (0.035, 0.041, 0.454)  -0.71
O (-1.512, -1.103, 3.016)  -0.49
H (-0.632, -1.497, 3.046)  0.34
C (0.950, 0.909, -1.856)  -0.82
C (0.599, 1.144, -0.409)  -0.12



- total energy of number 1 (C30H35FN2O8)?
  -53744.47195 eV